Record 1
The following is a quantum chemistry calculation of a molecular structure, C31H40AsN3O3PTcTe, from the OMol25 dataset.

For the energy above the lowest of the compared OMol25 structures with the same formula, charge and spin, the calculation gives 34.86 kcal per mole. For the frontier orbital gap, the calculation gives 6.31 eV. As for the strongest force on any atom: 2.140 eV/Å.

```
! wB97M-V def2-TZVPD RIJCOSX def2/J DEFGRID3
* xyz 2 1
Tc 0.659 0.414 0.085
C -0.909 -1.536 -3.625
C -2.274 -1.029 -3.603
C -2.657 -0.156 -2.660
C -1.742 0.246 -1.624
N -0.501 -0.155 -1.576
C -0.012 -1.007 -2.607
C -2.188 1.036 -0.448
C -3.457 1.522 -0.217
C -3.722 2.143 0.995
C -2.725 2.252 1.952
C -1.463 1.772 1.665
N -1.210 1.207 0.471
C -0.253 1.858 2.536
C -0.263 2.428 3.791
C 0.921 2.531 4.503
C 2.088 2.065 3.927
C 2.029 1.484 2.675
N 0.888 1.359 1.987
H -0.710 -2.508 -4.059
H -2.983 -1.392 -4.340
H -3.671 0.221 -2.649
H 0.860 -1.572 -2.319
H -4.239 1.413 -0.961
H -4.711 2.536 1.196
H -2.934 2.724 2.904
H -1.190 2.797 4.212
H 0.931 2.979 5.488
H 3.042 2.145 4.433
H 2.915 1.107 2.187
C 0.138 4.769 0.491
C 1.472 4.105 0.158
As 1.332 2.554 -1.008
C 2.998 2.601 -2.006
C 3.678 3.961 -2.182
C -0.020 3.128 -2.268
C 0.318 4.382 -3.073
H 0.294 5.588 1.194
H -0.578 4.086 0.941
H -0.332 5.190 -0.397
H 2.003 3.785 1.053
H 2.115 4.813 -0.350
H 2.764 2.137 -2.963
H 3.666 1.919 -1.484
H 3.026 4.723 -2.601
H 4.528 3.849 -2.859
H 4.073 4.338 -1.239
H -0.932 3.271 -1.689
H -0.189 2.280 -2.927
H 0.618 5.221 -2.443
H -0.554 4.701 -3.647
H 1.122 4.195 -3.784
C -0.253 -4.776 0.164
O 0.423 -3.852 1.074
P 0.415 -2.286 0.891
O 2.128 -2.111 0.309
C 2.854 -3.164 -0.424
O 0.633 -1.721 2.345
C 1.457 -2.312 3.397
H 0.432 -5.590 -0.035
H -0.524 -4.277 -0.769
H -1.141 -5.148 0.661
H 2.780 -2.964 -1.489
H 2.390 -4.107 -0.162
H 3.886 -3.151 -0.102
H 0.881 -3.088 3.884
H 1.687 -1.515 4.093
H 2.369 -2.721 2.970
Te 0.539 -0.095 -4.583
C 2.303 -0.575 -0.104
C 3.768 -0.430 -0.294
C 4.285 -0.145 -1.553
C 5.657 0.000 -1.734
C 6.521 -0.140 -0.656
C 6.014 -0.440 0.607
C 4.645 -0.591 0.785
H 3.605 -0.038 -2.396
H 6.049 0.222 -2.720
H 7.590 -0.021 -0.798
H 6.688 -0.564 1.448
H 4.252 -0.855 1.765
*
```

Record 2
The following is a quantum chemistry calculation of a molecular structure, C35H37ClHfP2, from the OMol25 dataset.

For the energy above the lowest of the compared OMol25 structures with the same formula, charge and spin, the calculation gives 0.00 kcal per mole. For the frontier orbital gap, the calculation gives 5.29 eV. As for the strongest force on any atom: 6.877 eV/Å.

```
! wB97M-V def2-TZVPD RIJCOSX def2/J DEFGRID3
* xyz 2 1
Hf 1.318 -0.698 -6.262
C -0.151 0.078 -1.658
C -1.089 -0.290 -2.549
C -2.350 0.468 -2.696
C -2.450 1.616 -3.776
C -1.216 2.403 -4.061
C -0.354 2.810 -3.113
C -0.737 2.646 -1.623
C -0.336 1.324 -0.842
C 1.336 -2.731 -5.608
H 0.790 -0.484 -1.503
H -0.913 -1.175 -3.218
H -2.546 1.001 -1.750
H -3.180 -0.220 -2.945
H -2.839 1.200 -4.728
H -3.186 2.330 -3.337
H -0.893 2.514 -5.118
H 0.513 3.494 -3.235
H -1.836 2.776 -1.463
H -0.236 3.448 -1.032
H 0.611 1.528 -0.286
H -1.185 1.128 -0.137
H 1.882 -2.676 -4.627
H 2.042 -3.187 -6.320
H 0.408 -3.281 -5.549
P -0.519 -1.654 -7.682
P 1.429 1.184 -7.697
C -1.152 0.020 -7.948
C -0.372 1.163 -8.031
C -0.493 -2.720 -9.120
C -1.471 -2.455 -10.085
C -1.597 -3.322 -11.160
C -0.678 -4.374 -11.296
C 0.255 -4.671 -10.297
C 0.354 -3.838 -9.186
C -1.822 -2.465 -6.683
C -2.416 -1.686 -5.689
C -3.508 -2.184 -4.991
C -3.795 -3.555 -5.041
C -3.034 -4.389 -5.872
C -2.142 -3.834 -6.796
C 2.314 1.151 -9.224
C 2.151 0.030 -10.067
C 2.676 0.094 -11.352
C 3.368 1.270 -11.732
C 3.609 2.356 -10.853
C 3.086 2.271 -9.562
C 1.938 2.689 -6.760
C 3.114 2.629 -5.996
C 3.423 3.695 -5.167
C 2.552 4.778 -5.075
C 1.400 4.838 -5.868
C 1.091 3.793 -6.732
H -2.232 0.024 -8.098
H -0.714 2.138 -8.386
H -2.166 -1.621 -9.959
H -2.397 -3.171 -11.884
H -0.703 -4.980 -12.200
H 0.900 -5.544 -10.372
H 1.017 -4.084 -8.356
H -2.021 -0.684 -5.518
H -4.128 -1.490 -4.410
H -4.610 -3.954 -4.430
H -3.149 -5.476 -5.822
H -1.731 -4.457 -7.591
H 1.559 -0.830 -9.727
H 2.512 -0.750 -12.053
H 3.772 1.335 -12.743
H 4.168 3.266 -11.143
H 3.196 3.081 -8.834
H 3.771 1.752 -6.062
H 4.356 3.674 -4.608
H 2.755 5.579 -4.363
H 0.744 5.702 -5.827
H 0.239 3.830 -7.423
Cl 2.206 0.195 -4.272
*
```

Record 3
The following is a quantum chemistry calculation of a single C2H5N2P molecule, from the OMol25 dataset.

As for the SMILES: [PH3]=N[C@@H]1C=N1. For the energy above the lowest of the compared OMol25 structures with the same formula, charge and spin, the calculation gives 119.54 kcal per mole. For the frontier orbital gap, the calculation gives 9.56 eV. As for the strongest force on any atom: 4.166 eV/Å.

```
! wB97M-V def2-TZVPD RIJCOSX def2/J DEFGRID3
* xyz 0 1
P -0.384 -0.243 1.468
N -1.445 -0.377 0.295
C -0.432 0.219 -1.000
C 0.850 0.091 -1.811
N 0.964 0.961 -0.920
H 0.318 -1.459 1.607
H -0.796 -0.257 2.916
H 0.538 0.766 1.631
H -1.042 0.729 -1.658
H 1.428 -0.430 -2.529
*
```

Record 4
The following is a quantum chemistry calculation of a molecular structure, C17H7BiBrCl5IN2O5, from the OMol25 dataset.

For the energy above the lowest of the compared OMol25 structures with the same formula, charge and spin, the calculation gives 2.74 kcal per mole. For the frontier orbital gap, the calculation gives 7.64 eV. As for the strongest force on any atom: 0.398 eV/Å.

```
! wB97M-V def2-TZVPD RIJCOSX def2/J DEFGRID3
* xyz 1 1
Bi -1.185 -0.438 0.652
O -0.354 2.424 5.951
C -0.613 3.303 4.996
O -0.744 4.478 5.196
C -0.744 2.799 3.587
C -0.875 3.671 2.523
N -1.025 2.944 1.411
N -0.994 1.631 1.692
C -0.830 1.532 3.010
C -0.765 0.150 3.591
O -0.501 -0.017 4.754
O -1.020 -0.817 2.737
H -0.366 1.502 5.609
H -0.873 4.749 2.517
H -1.144 3.268 0.462
Cl 5.057 -4.390 -0.008
C 3.823 -3.223 0.198
C 2.490 -3.610 0.167
Cl 2.049 -5.248 -0.070
C 1.503 -2.645 0.331
Cl -0.181 -3.125 0.297
C 1.793 -1.302 0.524
O 0.871 -0.342 0.679
C 3.139 -0.927 0.555
Cl 3.509 0.735 0.796
C 4.142 -1.875 0.397
Cl 5.779 -1.388 0.441
Br -1.814 2.840 -4.745
C -1.836 0.971 -4.562
C -2.420 0.211 -5.569
C -2.455 -1.171 -5.471
C -1.905 -1.814 -4.372
C -1.318 -1.067 -3.363
C -1.296 0.316 -3.466
I -0.370 1.375 -1.931
H -2.843 0.712 -6.428
H -2.910 -1.748 -6.265
H -1.921 -2.893 -4.300
H -0.853 -1.571 -2.524
*
```

Record 5
The following is a quantum chemistry calculation of 2 unconnected molecules or ions with the total composition CH6NO2, from the OMol25 dataset.

For the energy above the lowest of the compared OMol25 structures with the same formula, charge and spin, the calculation gives 11.84 kcal per mole. For the frontier orbital gap, the calculation gives 13.00 eV. As for the strongest force on any atom: 1.349 eV/Å.

```
! wB97M-V def2-TZVPD RIJCOSX def2/J DEFGRID3
* xyz 1 1
O -1.024 -1.409 -0.530
H -0.626 -2.249 -0.825
H -1.958 -1.585 -0.732
H 1.038 -0.849 0.363
C 0.935 0.992 0.597
N -0.125 1.091 -0.120
O 1.540 -0.139 0.825
H 1.430 1.838 1.058
H -0.744 0.295 -0.337
H -0.468 2.015 -0.298
*
```

Record 6
The following is a quantum chemistry calculation of a molecular structure, C6H16BErNO4S, from the OMol25 dataset.

For the frontier orbital gap (spin up / spin down), the calculation gives 7.47 / 4.98 eV. As for the strongest force on any atom: 8.137 eV/Å.

```
! wB97M-V def2-TZVPD RIJCOSX def2/J DEFGRID3
* xyz 3 4
C 4.379 1.540 0.680
C 3.479 0.802 -0.333
B 3.304 -0.684 0.092
O 4.090 -1.279 0.959
O 2.245 -1.549 -0.452
S 1.478 -0.918 -1.633
O 1.464 -1.848 -2.712
O -0.085 -0.811 -1.199
C -0.313 -0.233 0.139
C -1.706 0.316 0.183
C -2.753 -0.827 0.074
C -4.261 -0.332 0.234
N -4.355 1.084 0.411
H 5.405 1.222 0.589
H 4.049 1.304 1.676
H 4.334 2.604 0.532
H 3.950 0.898 -1.305
H 2.542 1.365 -0.352
H 3.586 -1.610 1.724
H 0.360 0.605 0.256
H -0.101 -0.927 0.936
H -1.868 0.765 1.146
H -1.806 1.097 -0.563
H -2.528 -1.513 0.871
H -2.622 -1.391 -0.894
H -4.813 -0.573 -0.716
H -4.758 -0.862 1.025
H -4.855 1.552 -0.327
H -4.771 1.325 1.299
Er -3.069 -1.121 -2.340
*
```

Record 7
The following is a quantum chemistry calculation of a molecular structure, C45H39CsO5P3S, from the OMol25 dataset.

For the energy above the lowest of the compared OMol25 structures with the same formula, charge and spin, the calculation gives 14.33 kcal per mole. For the frontier orbital gap, the calculation gives 7.63 eV. As for the strongest force on any atom: 1.695 eV/Å.

```
! wB97M-V def2-TZVPD RIJCOSX def2/J DEFGRID3
* xyz -1 1
Cs -0.279 -0.169 0.355
O 3.964 -1.181 1.480
S 2.664 -0.553 1.431
O 1.542 -1.442 1.738
O 2.411 0.261 0.242
C 2.626 0.641 2.774
C 3.740 1.472 2.824
C 3.835 2.490 3.755
C 2.799 2.679 4.658
C 1.699 1.840 4.623
C 1.580 0.799 3.693
P 0.021 -0.236 3.716
C -0.962 0.565 5.043
C -1.962 1.447 4.634
C -2.749 2.092 5.581
C -2.561 1.855 6.933
C -1.576 0.969 7.347
C -0.781 0.332 6.408
C 0.558 -1.753 4.580
C -0.437 -2.664 4.936
C -0.115 -3.873 5.527
C 1.214 -4.203 5.758
C 2.210 -3.311 5.393
C 1.885 -2.093 4.811
H 4.537 1.305 2.113
H 4.708 3.130 3.769
H 2.844 3.472 5.393
H 0.908 1.999 5.342
H -2.123 1.619 3.577
H -3.520 2.776 5.246
H -3.182 2.355 7.667
H -1.424 0.772 8.402
H -0.011 -0.359 6.730
H -1.479 -2.427 4.747
H -0.905 -4.563 5.798
H 1.469 -5.152 6.212
H 3.252 -3.559 5.550
H 2.678 -1.418 4.521
O -2.032 1.421 1.444
C -2.685 1.378 0.377
O -2.929 0.352 -0.280
C -3.109 2.714 -0.240
C -4.446 2.766 -0.636
C -5.012 3.910 -1.168
C -4.225 5.037 -1.346
C -2.887 4.986 -0.997
C -2.309 3.844 -0.437
P -0.497 3.833 -0.105
C -0.113 5.611 0.074
C 0.159 6.458 -1.003
C 0.460 7.794 -0.798
C 0.483 8.309 0.491
C 0.212 7.480 1.568
C -0.074 6.139 1.361
C 0.140 3.437 -1.766
C -0.634 2.857 -2.764
C -0.045 2.424 -3.947
C 1.316 2.565 -4.144
C 2.101 3.132 -3.145
C 1.519 3.552 -1.964
H -5.037 1.867 -0.519
H -6.058 3.915 -1.446
H -4.640 5.946 -1.763
H -2.270 5.858 -1.161
H 0.137 6.057 -2.009
H 0.671 8.433 -1.646
H 0.718 9.353 0.656
H 0.236 7.871 2.576
H -0.262 5.495 2.211
H -1.699 2.733 -2.621
H -0.661 1.968 -4.711
H 1.773 2.220 -5.062
H 3.171 3.225 -3.272
H 2.143 3.958 -1.176
C -0.633 -5.266 -1.410
P -0.078 -3.689 -0.632
C -0.607 -4.026 1.092
C 1.726 -3.969 -0.526
C 2.519 -3.325 -1.472
C 3.898 -3.462 -1.461
C 4.504 -4.238 -0.488
C 3.727 -4.876 0.467
C 2.351 -4.743 0.447
H -0.268 -6.157 -0.895
H -0.298 -5.298 -2.447
H -1.725 -5.284 -1.411
H -0.399 -5.061 1.373
H -1.686 -3.866 1.162
H -0.109 -3.353 1.797
H 2.049 -2.677 -2.204
H 4.497 -2.932 -2.189
H 5.582 -4.323 -0.455
H 4.203 -5.459 1.246
H 1.763 -5.223 1.219
*
```

Record 8
The following is a quantum chemistry calculation of a molecular structure, C15H30NO5PPd, from the OMol25 dataset.

For the energy above the lowest of the compared OMol25 structures with the same formula, charge and spin, the calculation gives 21.15 kcal per mole. For the frontier orbital gap (spin up / spin down), the calculation gives 7.83 / 7.83 eV. As for the strongest force on any atom: 2.007 eV/Å.

```
! wB97M-V def2-TZVPD RIJCOSX def2/J DEFGRID3
* xyz 2 1
Pd -0.214 1.055 0.804
O -0.809 -1.075 -0.431
C -0.085 -2.319 -0.336
C -0.157 -3.120 0.963
N 0.403 -2.476 2.181
C 1.756 -1.887 2.155
C 1.618 -0.417 1.687
O 1.024 0.405 2.485
O 1.865 -0.167 0.512
C -0.287 -2.406 3.245
C -1.904 -0.180 3.327
O -1.805 -0.214 4.476
O -2.082 -0.008 2.186
H -1.758 -1.257 -0.434
H -0.435 -2.999 -1.115
H 0.942 -2.047 -0.569
H -1.186 -3.385 1.206
H 0.396 -4.049 0.808
H 2.175 -1.976 3.154
H 2.363 -2.428 1.436
H -1.208 -2.977 3.313
H 0.199 -2.112 4.167
C 2.098 2.701 -1.326
C 2.012 3.381 0.039
C 2.269 4.897 -0.075
P 0.405 3.157 0.848
C 0.356 3.859 2.524
C -0.853 3.354 3.312
C 1.669 3.671 3.283
C -0.963 3.671 -0.251
C -1.879 2.445 -0.388
C -1.709 4.949 0.119
H 3.107 2.843 -1.712
H 1.416 3.152 -2.048
H 1.913 1.629 -1.268
H 2.742 2.941 0.724
H 1.542 5.370 -0.739
H 3.255 5.049 -0.515
H 2.254 5.409 0.887
H 0.214 4.930 2.320
H -0.709 2.309 3.591
H -1.794 3.457 2.770
H -0.938 3.933 4.231
H 1.864 2.615 3.466
H 1.581 4.171 4.248
H 2.522 4.107 2.766
H -0.463 3.825 -1.212
H -2.448 2.234 0.519
H -1.331 1.537 -0.777
H -2.606 2.599 -1.188
H -2.251 4.849 1.059
H -2.438 5.174 -0.660
H -1.035 5.802 0.193
*
```

Record 9
The following is a quantum chemistry calculation of a molecular structure, C27H34CeN3O7S, from the OMol25 dataset.

For the energy above the lowest of the compared OMol25 structures with the same formula, charge and spin, the calculation gives 31.01 kcal per mole. For the frontier orbital gap, the calculation gives 6.22 eV. As for the strongest force on any atom: 1.763 eV/Å.

```
! wB97M-V def2-TZVPD RIJCOSX def2/J DEFGRID3
* xyz 1 1
Ce 0.460 0.058 0.239
C 0.535 -1.304 -2.953
O -0.265 -0.469 -2.094
C -1.688 -0.564 -2.302
C -2.301 -1.467 -1.276
O -1.900 -0.997 0.031
C -2.545 -1.751 1.071
C -1.827 -1.486 2.372
O -0.437 -1.522 2.100
C 0.371 -2.264 3.015
H 0.354 -1.009 -3.986
H 0.298 -2.355 -2.788
H 1.576 -1.122 -2.697
H -1.894 -0.929 -3.310
H -2.077 0.444 -2.208
H -1.980 -2.507 -1.374
H -3.391 -1.423 -1.356
H -2.494 -2.809 0.808
H -3.595 -1.453 1.131
H -2.099 -2.257 3.097
H -2.083 -0.517 2.803
H 0.260 -1.866 4.024
H 1.405 -2.157 2.696
H 0.094 -3.319 2.978
C -5.998 3.039 3.963
C -4.971 3.006 2.868
C -4.938 3.988 1.883
C -3.984 3.972 0.877
C -3.051 2.943 0.844
C -3.065 1.957 1.814
C -4.015 1.992 2.819
S -1.898 2.955 -0.486
O -2.440 2.220 -1.592
O -1.491 4.315 -0.682
N -0.582 2.119 0.083
C 0.101 2.954 1.116
C 1.127 2.056 1.753
O 2.317 2.212 1.657
O 0.608 0.876 2.195
H -6.581 3.958 3.929
H -5.527 2.975 4.945
H -6.689 2.199 3.876
H -5.664 4.791 1.910
H -3.961 4.759 0.135
H -2.307 1.187 1.808
H -4.008 1.229 3.590
H -0.611 3.281 1.883
H 0.601 3.816 0.681
C 3.917 0.783 -0.482
N 2.875 -0.244 -0.294
C 3.271 -1.476 -0.272
C 2.357 -2.554 -0.189
C 2.577 -3.925 -0.238
C 1.309 -4.520 -0.191
C 0.391 -3.481 -0.109
N 1.007 -2.276 -0.120
C 3.639 1.631 -1.694
C 2.363 2.114 -1.949
C 2.081 2.921 -3.038
C 3.112 3.267 -3.904
C 4.394 2.797 -3.665
C 4.658 1.984 -2.571
H 4.885 0.289 -0.595
H 3.965 1.400 0.414
H 4.335 -1.710 -0.312
H 3.534 -4.418 -0.305
H 1.081 -5.573 -0.212
H -0.680 -3.561 -0.026
H 1.537 1.879 -1.284
H 1.074 3.284 -3.200
H 2.914 3.902 -4.757
H 5.199 3.062 -4.339
H 5.666 1.625 -2.399
*
```

Which of these has the lowest strongest force on any atom? C17H7BiBrCl5IN2O5

Number 2 is which compound? C35H37ClHfP2

Look up the strongest force on any atom of the eighth one. 2.007 eV/Å

Among the records above, which one has the lowest strongest force on any atom? C17H7BiBrCl5IN2O5